C22H33AgNO3P2 as an isolated structure. Source: OMol25; level of theory: ωB97M-V/def2-TZVPD.

Values from the calculation:
F_max	0.07986	hartree/bohr
gap between HOMO and LUMO	7.58	eV
E_LUMO	-2.11	eV
HOMO	-9.68	eV

The geometry in ORCA input format:
```
! RIJCOSX wB97M-V def2-TZVPD def2/J DEFGRID3
* xyz 1 1
C -0.2517 -2.3668 -4.4964
C -0.9770 -1.3865 -5.3331
H -0.8442 -3.2768 -4.3253
H 0.7044 -2.6781 -4.9481
C -1.1976 -0.0874 -5.0122
C -0.7145 0.5627 -3.7912
H -1.4306 0.5790 -2.9530
H -0.2748 1.5538 -3.9482
C -1.5108 -1.9363 -6.6240
H -1.1817 -2.9721 -6.7535
H -1.1636 -1.3654 -7.4948
H -2.6093 -1.9369 -6.6490
C -2.0130 0.7929 -5.9154
H -3.0105 0.3779 -6.1100
H -1.5205 0.9721 -6.8812
H -2.1476 1.7647 -5.4301
Ag 0.2153 0.2153 1.4178
O 0.4552 -0.2781 -0.6837
C 0.9651 0.1844 -1.7144
O 1.6946 1.8183 0.6055
C 2.1346 1.9888 -0.5321
O 3.0660 2.9041 -0.8062
N 1.7616 1.3163 -1.7064
C 3.3592 2.8859 -2.2394
C 2.4179 1.9128 -2.8863
H 4.4003 2.5669 -2.3676
H 3.2243 3.9046 -2.6151
H 2.9334 1.1497 -3.4773
H 1.6768 2.4183 -3.5203
C 0.6963 -0.4307 -3.0223
C 0.1463 -1.7991 -2.9286
H 1.4883 -0.2890 -3.7715
H -0.7831 -1.8256 -2.3432
H 0.8801 -2.5034 -2.5091
C 2.5211 -0.4039 4.1090
P 0.9861 -1.0065 3.3335
C 1.2013 -2.7694 2.9629
C -0.2139 -0.9455 4.7020
C -0.1273 -1.7725 5.8194
C -1.0885 -1.6643 6.8305
C -2.1436 -0.7587 6.7030
C -2.2315 0.0827 5.5863
C -1.2468 0.0241 4.5990
P -1.1508 1.1191 3.1388
C -2.8434 1.6388 2.7808
C -0.2831 2.6258 3.7056
H 3.2715 -0.2547 3.3201
H 2.8831 -1.1379 4.8428
H 2.3317 0.5537 4.6148
H 1.3635 -3.3512 3.8796
H 0.2959 -3.1313 2.4549
H 2.0603 -2.8792 2.2862
H 0.6851 -2.4977 5.9057
H -1.0065 -2.2977 7.7140
H -2.9067 -0.7016 7.4797
H -3.0666 0.7793 5.4909
H -3.2181 2.3090 3.5670
H -2.8396 2.1656 1.8153
H -3.4901 0.7547 2.7035
H -0.8232 3.0614 4.5566
H 0.7482 2.3869 3.9980
H -0.2575 3.3350 2.8658
*
```

C22H33As2NO3Ti as an isolated structure. Source: OMol25; level of theory: ωB97M-V/def2-TZVPD.

Values from the calculation:
F_max	0.07341	hartree/bohr
relative energy (zero: lowest compared OMol25 entry of this formula, charge and spin)	181.0	kJ/mol
gap between HOMO and LUMO (spin up / spin down)	4.74 / 4.66	eV
E_LUMO (spin up / spin down)	-7.43 / -7.51	eV
HOMO (spin up / spin down)	-12.17 / -12.17	eV

The geometry in ORCA input format:
```
! RIJCOSX wB97M-V def2-TZVPD def2/J DEFGRID3
* xyz 2 3
C -1.3039 -2.0772 -6.2836
C -1.8429 -1.2446 -7.2130
H -1.2423 -3.1405 -6.5060
H -0.8936 -1.7021 -5.3579
C -1.9651 0.1721 -6.9711
C -1.6188 0.7265 -5.7754
H -1.2954 0.1299 -4.9292
H -1.7142 1.8024 -5.6475
C -2.3103 -1.7984 -8.5424
H -2.0988 -2.8705 -8.5800
H -1.8007 -1.3274 -9.3942
H -3.3892 -1.6532 -8.6952
C -2.4994 1.0352 -8.0932
H -3.4815 0.6946 -8.4493
H -1.8304 1.0332 -8.9663
H -2.6088 2.0657 -7.7461
Ti 0.1619 0.1704 1.8219
O 0.0840 -0.2096 -0.0593
C 0.6757 0.1745 -1.1404
O 1.5173 1.4197 1.2880
C 2.0480 1.7145 0.1736
O 2.9988 2.5837 0.0675
N 1.6850 1.1451 -1.0147
C 3.4025 2.6223 -1.3544
C 2.5444 1.6394 -2.0849
H 4.4652 2.3659 -1.4094
H 3.2387 3.6397 -1.7125
H 3.1509 0.8425 -2.5206
H 1.9537 2.0962 -2.8800
C 0.4071 -0.3076 -2.4372
C -0.4632 -1.3200 -2.7125
H 1.0112 0.1502 -3.2207
H -1.0203 -1.8106 -1.9123
H -0.5137 -1.6966 -3.7215
C 3.0390 -1.1098 4.1536
As 1.2208 -1.2546 3.4660
C 1.2054 -3.1949 3.4544
C 0.3596 -0.9752 5.2415
C 0.7639 -1.7324 6.3353
C 0.2396 -1.4282 7.6024
C -0.6497 -0.3658 7.7618
C -1.0407 0.4106 6.6568
C -0.5269 0.1025 5.3969
As -0.8892 1.2257 3.7855
C -2.7867 1.5026 4.1090
C -0.0955 2.8798 4.4700
H 3.6971 -1.1939 3.2827
H 3.1862 -1.9478 4.8430
H 3.1631 -0.1427 4.6512
H 1.6012 -3.5417 4.4130
H 0.1730 -3.5230 3.3036
H 1.8446 -3.4839 2.6130
H 1.5081 -2.5186 6.2092
H 0.5523 -2.0231 8.4598
H -1.0523 -0.1385 8.7509
H -1.7439 1.2336 6.7978
H -2.9236 2.0640 5.0371
H -3.1772 2.0545 3.2463
H -3.2587 0.5197 4.1873
H -0.6281 3.1855 5.3797
H 0.9627 2.6952 4.6946
H -0.1960 3.6349 3.6770
*
```

C22H33AsF14N4OS5Sb2TeTi as an isolated structure. Source: OMol25; level of theory: ωB97M-V/def2-TZVPD.

Values from the calculation:
F_max	0.00963	hartree/bohr
relative energy (zero: lowest compared OMol25 entry of this formula, charge and spin)	0.0	kJ/mol
gap between HOMO and LUMO (spin up / spin down)	7.25 / 5.22	eV
E_LUMO (spin up / spin down)	1.58 / -0.54	eV
HOMO (spin up / spin down)	-5.67 / -5.76	eV

The geometry in ORCA input format:
```
! RIJCOSX wB97M-V def2-TZVPD def2/J DEFGRID3
* xyz -1 2
Ti -2.1679 -0.1557 2.0217
C 1.3245 -2.9012 4.2356
Sb 0.6543 -2.2284 2.3112
C 0.5744 -4.2260 1.5076
C 2.6798 -1.7161 1.6700
C 2.9673 -1.6192 0.1987
C 2.8066 -2.7650 -0.5882
C 3.0858 -2.7874 -1.9446
C 3.5716 -1.6374 -2.5531
C 3.7621 -0.5009 -1.7845
C 3.4635 -0.4536 -0.4179
C 3.6898 0.8362 0.3058
Sb 2.0824 2.2612 -0.0745
C 2.9477 3.8156 1.1386
C 2.9984 3.0159 -1.8981
H 1.9052 -3.8183 4.1313
H 0.4593 -3.0845 4.8714
H 1.9284 -2.1220 4.6953
H 1.4996 -4.7707 1.7006
H 0.3515 -4.2188 0.4425
H -0.2513 -4.7238 2.0175
H 3.3030 -2.5034 2.1031
H 2.9000 -0.7940 2.2019
H 2.4579 -3.6704 -0.1097
H 2.9421 -3.6983 -2.5131
H 3.8222 -1.6294 -3.6070
H 4.1782 0.3862 -2.2484
H 4.6236 1.3039 -0.0119
H 3.7123 0.7205 1.3846
H 3.9443 4.0687 0.7743
H 2.9997 3.4632 2.1643
H 2.3156 4.7036 1.1175
H 3.8440 3.6595 -1.6533
H 2.2639 3.5858 -2.4673
H 3.3434 2.2002 -2.5333
F -0.0719 0.7438 2.5697
As 0.6342 1.6427 3.9483
F 0.9071 0.1142 4.7140
F 2.1736 1.4725 3.1444
F 1.3700 2.4752 5.2631
F 0.3829 3.1182 3.0845
F -0.9309 1.7548 4.6559
F -1.8181 -2.7727 0.2236
C -2.6417 -2.2722 1.2341
F -2.5357 -3.2065 2.2234
F -3.8881 -2.4354 0.7263
F -4.9147 -0.5631 4.3832
Te -4.7467 1.0287 3.3001
F -5.1072 2.3793 1.9461
F -6.5758 0.7242 3.0429
F -2.0793 -0.6916 3.6873
F -2.2733 1.6786 2.0017
O -4.0203 -0.0436 1.9479
C 0.0010 5.3781 -0.7102
S -1.0892 4.3575 0.3183
C -2.2690 3.7954 -0.8258
C -2.0449 3.0924 -2.0189
S -0.5777 2.7228 -2.7037
S -3.5191 2.5228 -2.7799
C -4.6629 3.1296 -1.6306
S -6.2754 2.9622 -1.7510
S -3.8936 4.0121 -0.3457
H 0.5293 6.0216 -0.0076
H -0.5861 5.9928 -1.3884
H 0.7085 4.7742 -1.2673
C -0.5855 -2.9224 -3.7626
C -1.8789 -2.1177 -3.8600
C -3.0056 -2.7782 -3.0714
C -1.6893 -0.6602 -3.4368
N -1.2054 -0.5233 -2.0678
C 0.0361 -0.6491 -1.5696
N -0.0075 -0.4180 -0.2841
N -1.2897 -0.1464 -0.0288
N -2.0250 -0.2052 -1.0810
H -0.7101 -3.8940 -4.2416
H -0.3150 -3.1087 -2.7203
H 0.2526 -2.4134 -4.2459
H -2.1725 -2.0616 -4.9138
H -2.8021 -2.7654 -2.0000
H -3.1197 -3.8206 -3.3729
H -3.9569 -2.2699 -3.2373
H -2.6359 -0.1228 -3.4659
H -0.9803 -0.1378 -4.0793
H 0.9227 -0.8898 -2.1352
*
```

C22H33AuF2NO2SSi2 as an isolated structure. Source: OMol25; level of theory: ωB97M-V/def2-TZVPD.

Values from the calculation:
F_max	0.06157	hartree/bohr
relative energy (zero: lowest compared OMol25 entry of this formula, charge and spin)	662.2	kJ/mol
gap between HOMO and LUMO (spin up / spin down)	3.16 / 5.99	eV
E_LUMO (spin up / spin down)	2.02 / 2.01	eV
HOMO (spin up / spin down)	-1.14 / -3.97	eV

The geometry in ORCA input format:
```
! RIJCOSX wB97M-V def2-TZVPD def2/J DEFGRID3
* xyz -1 3
Au -0.2506 -0.5046 -0.0725
F 3.1697 1.9060 -3.7724
C 2.9384 0.9629 -2.8135
C 1.6993 0.8933 -2.2073
C 1.4616 -0.0657 -1.2293
C 2.4897 -1.0021 -0.8360
C 3.7232 -0.8591 -1.5062
F 4.7748 -1.6764 -1.2289
C 3.9534 0.0953 -2.4704
C 2.2284 -2.0235 0.1988
C 3.1712 -2.9729 0.6395
C 2.8388 -3.8900 1.6083
C 1.5292 -3.8778 2.1653
C 0.6487 -2.9393 1.7049
N 0.9450 -2.0269 0.7628
H 0.9258 1.5858 -2.5029
H 4.9200 0.1600 -2.9536
H 4.1678 -3.0054 0.2333
H 3.5711 -4.6165 1.9408
H 1.2325 -4.5867 2.9275
H -0.3913 -2.8819 2.0987
O 0.3953 0.7704 1.3880
S 0.4869 2.2791 1.4590
C 1.3154 2.6554 3.0351
C 2.8038 2.7651 2.7476
C 2.8945 3.5144 1.4244
C 1.9484 2.7809 0.4810
H 1.0760 1.8799 3.7619
H 0.9124 3.6086 3.3832
H 3.2450 1.7705 2.6490
H 3.3297 3.2866 3.5498
H 3.9126 3.5306 1.0335
H 2.5732 4.5526 1.5552
H 2.4082 1.8725 0.0914
H 1.6205 3.3982 -0.3526
C -4.9076 -1.2448 0.5911
Si -3.0301 -1.4520 0.4564
C -2.3513 -2.0847 2.1056
C -2.7573 -2.8048 -0.8294
C -2.2474 0.2286 0.1605
Si -2.2616 1.1482 -1.4745
C -1.8175 0.1431 -2.9974
C -3.9823 1.8846 -1.7529
C -1.0414 2.5825 -1.3534
H -5.3852 -2.1901 0.8685
H -5.3309 -0.9185 -0.3620
H -5.1608 -0.5009 1.3517
H -2.8125 -3.0429 2.3679
H -2.5604 -1.3705 2.9086
H -1.2454 -2.2222 2.0478
H -3.1001 -3.7665 -0.4210
H -1.7207 -2.9263 -1.1070
H -3.3328 -2.6081 -1.7383
H -2.2595 0.8751 1.0444
H -2.6210 -0.5473 -3.2663
H -0.9117 -0.4284 -2.8566
H -1.6613 0.8164 -3.8512
H -4.7259 1.0940 -1.8770
H -3.9998 2.5102 -2.6518
H -4.2789 2.5049 -0.9025
H -0.0364 2.2131 -1.2087
H -1.2979 3.2321 -0.5122
H -1.0599 3.1833 -2.2688
O -0.7709 -1.6478 -1.3650
*
```